(1)
Formula: C39H64BN3O12S6
Source: the Open Molecules 2025 dataset
Level of theory: ωB97M-V/def2-TZVPD

## Properties
Molar mass in g mol⁻¹: 970.2
SMILES: CCCCCCc1cc(B(O)OCC)c(-c2ccncc2)c2nsnc12.O=S1(=O)CCCC1.O=S1(=O)CCCC1.O=S1(=O)CCCC1.O=S1(=O)CCCC1.O=S1(=O)CCCC1
E_tot in Ha: -5005.27016
HOMO in eV: -8.2723

```
125
Properties=species:S:1:pos:R:3:forces:R:3:mulliken_charge:R:1
C 9.95818 -3.61807 2.28432 -0.123 -0.135 -0.577 -0.975
C 10.31151 -3.06101 0.80358 -0.749 1.129 0.636 -0.439
C 10.79506 -1.50998 0.85592 0.123 0.146 -1.055 -0.582
C 9.66109 -0.47656 0.36832 -0.222 -0.013 0.861 -0.759
C 8.25919 -0.61086 1.20624 0.348 0.777 -1.084 -0.212
C 7.08294 -0.30781 0.15285 -0.799 0.568 0.429 -0.882
C 5.60044 -0.44635 0.74578 -1.577 -1.552 -1.320 0.770
C 4.59604 -1.31298 -0.09425 0.180 2.452 3.884 -0.902
C 3.07492 -1.50128 0.35182 1.658 2.602 3.099 0.085
B 2.10655 -2.40925 -0.57633 -0.891 -0.825 -1.112 0.420
O 2.76661 -3.46865 -1.35347 -0.776 0.925 2.036 -0.356
O 0.68920 -2.25965 -0.72517 2.775 -1.465 0.537 -0.399
C 0.07840 -3.57922 -1.00157 -1.716 -1.128 -1.061 0.397
C -1.55330 -3.48940 -0.98895 0.495 -0.244 -0.530 -0.800
C 2.62650 -0.81910 1.66722 1.309 -0.497 -1.690 -0.030
C 1.14973 -0.90198 2.23127 -3.256 0.257 1.622 0.455
C 0.24449 -2.15695 2.31153 -0.254 2.994 0.864 -0.050
C -1.14673 -2.04702 2.92401 0.599 -0.465 -0.432 -0.350
N -1.86616 -0.93219 3.45048 6.081 0.083 -2.306 -0.419
C -0.99189 0.19155 3.35809 0.528 0.652 -0.069 0.225
C 0.43238 0.33084 2.83662 -0.867 -2.973 -0.445 -0.859
C 3.67839 0.02854 2.47725 2.017 1.694 1.990 0.338
N 3.47226 0.72832 3.72435 1.825 -0.922 -2.455 -0.522
S 4.90621 1.50629 4.24996 -0.986 -2.503 -3.656 0.131
N 6.01905 1.08618 2.98417 -4.897 -2.499 -1.324 -0.550
C 5.19932 0.26170 2.09967 -0.851 -0.621 -0.953 0.407
H 10.91282 -3.94159 2.84471 -1.593 0.351 -0.914 0.322
H 9.21691 -4.48407 2.13536 1.337 1.012 0.541 0.278
H 9.41679 -2.84401 2.94060 0.915 -1.004 -1.143 0.253
H 11.07765 -3.71648 0.26728 -1.081 0.865 0.883 0.355
H 9.33330 -3.05251 0.18109 1.610 -0.239 0.905 0.219
H 11.13797 -1.17582 1.89575 -0.396 -0.733 -1.381 0.334
H 11.68039 -1.38634 0.11636 -1.289 -0.118 1.379 0.272
H 9.45322 -0.57026 -0.76373 0.398 0.003 1.775 0.331
H 10.03671 0.58952 0.58163 -0.429 -1.546 -0.600 0.340
H 8.13948 -1.64030 1.69423 0.091 1.592 -0.731 0.160
H 8.25655 0.24370 1.98418 -0.135 -1.732 -1.005 0.274
H 7.19806 0.79116 -0.20070 -0.109 -1.697 0.580 0.258
H 7.17650 -0.94984 -0.79706 -0.175 0.779 1.556 0.360
H 4.97671 -1.81976 -1.05206 -0.705 0.949 1.714 0.192
H 3.16418 -4.13519 -0.74980 -0.103 0.760 -0.678 0.266
H 0.34089 -3.95125 -2.06658 -0.073 0.859 2.369 0.064
H 0.41359 -4.37812 -0.22833 -0.367 1.478 -1.155 0.194
H -1.93351 -3.65666 -2.07189 0.624 0.489 1.815 0.247
H -2.01914 -4.35613 -0.38085 0.783 1.666 -0.748 0.259
H -1.89019 -2.45460 -0.62201 0.416 -1.664 -0.370 0.135
H 0.62392 -3.15962 1.91258 -0.804 1.631 0.777 0.224
H -1.73969 -3.04124 2.97757 1.117 1.814 -0.190 0.274
H -1.46944 1.18090 3.76288 1.046 -1.910 -0.822 0.145
H 0.97245 1.33803 2.88737 -1.070 -1.690 -0.039 0.268
O -4.94738 -3.87318 -0.80948 0.108 -0.081 -0.288 -0.680
S -5.12782 -3.17095 -2.06008 0.103 0.093 -0.279 1.230
O -4.39008 -3.51871 -3.25403 -0.012 -0.254 0.430 -0.660
C -6.86940 -3.14293 -2.44659 -0.520 0.018 -0.039 -0.843
C -7.38650 -1.88451 -1.76257 -0.065 0.098 0.231 -0.744
C -6.33883 -0.80346 -2.03541 -0.117 0.023 -0.225 -0.213
C -4.96455 -1.41571 -1.75616 0.100 0.600 0.183 -0.612
H -7.34541 -4.05464 -2.08586 0.206 -0.030 -0.040 0.455
H -6.96907 -3.07019 -3.53201 0.097 -0.027 0.085 0.329
H -8.37123 -1.59904 -2.13911 0.082 -0.039 0.030 0.382
H -7.47205 -2.05259 -0.68365 -0.043 -0.067 -0.089 0.322
H -6.39822 -0.49447 -3.08410 -0.040 -0.201 0.438 -0.017
H -6.50634 0.08562 -1.42224 0.033 -0.063 -0.057 0.417
H -4.19892 -1.00402 -2.41570 0.020 -0.233 0.043 0.345
H -4.67004 -1.27958 -0.71361 0.023 -0.192 -0.075 0.400
O 0.26077 -4.95130 -3.68437 0.037 -0.529 -0.312 -0.712
S 0.78778 -6.09782 -4.38878 -0.064 -0.388 -0.040 1.134
O 0.84182 -7.41251 -3.79064 -0.108 0.454 0.181 -0.731
C -0.03198 -6.21626 -5.96860 -0.244 0.068 -0.454 -0.759
C 0.81783 -5.36050 -6.89847 0.024 0.166 -0.077 -0.540
C 2.27146 -5.69569 -6.55862 0.107 -0.071 -0.217 -0.624
C 2.40232 -5.67652 -5.03446 0.575 0.175 -0.193 -0.549
H -1.06027 -5.86553 -5.88159 0.074 -0.070 0.190 0.386
H -0.01645 -7.26479 -6.27466 0.005 0.063 0.123 0.349
H 0.59008 -5.56077 -7.94759 -0.003 0.029 0.102 0.359
H 0.62933 -4.29888 -6.70762 -0.039 -0.097 -0.019 0.279
H 2.51291 -6.69463 -6.93673 -0.034 0.087 0.036 0.279
H 2.96742 -4.99295 -7.02268 -0.048 -0.084 0.065 0.333
H 3.13342 -6.40591 -4.68382 -0.178 0.087 0.153 0.349
H 2.66380 -4.68211 -4.66766 -0.131 -0.109 0.090 0.273
O -2.81269 3.94940 4.25418 -0.207 0.098 -0.181 -0.601
S -4.19466 3.76430 4.64051 -0.474 -0.193 -0.010 1.198
O -5.29089 4.31665 3.87711 0.540 0.101 -0.100 -0.726
C -4.48446 2.02288 4.88489 0.043 -0.506 0.090 -0.662
C -4.13147 1.78391 6.34695 0.131 -0.066 0.118 -0.533
C -4.73414 2.95999 7.11688 -0.138 -0.113 0.177 -0.684
C -4.37456 4.23758 6.35685 -0.046 0.238 0.566 -0.638
H -3.87119 1.44324 4.19461 -0.064 0.124 -0.069 0.276
H -5.54372 1.83076 4.69983 0.093 0.097 -0.052 0.347
H -4.51824 0.82626 6.70130 0.071 0.075 -0.068 0.379
H -3.04381 1.77781 6.47404 -0.082 -0.054 -0.047 0.250
H -5.82277 2.84925 7.15750 0.100 0.013 -0.016 0.295
H -4.37040 2.99835 8.14626 -0.051 0.030 -0.106 0.346
H -5.15779 4.99158 6.44385 0.179 0.024 -0.190 0.402
H -3.42207 4.64980 6.69537 -0.057 -0.012 -0.152 0.354
O -1.07377 8.44391 6.14905 -0.294 0.113 -0.081 -0.661
S -1.68962 8.45163 4.84126 -0.182 0.028 -0.199 1.182
O -3.02228 8.96679 4.61926 0.248 -0.021 0.409 -0.681
C -0.57055 9.23593 3.69396 0.395 0.224 -0.274 -0.714
C 0.30226 8.09772 3.18254 0.151 -0.087 0.000 -0.600
C -0.64945 6.92736 2.92696 0.044 -0.074 -0.214 -0.740
C -1.56803 6.80861 4.14404 -0.010 -0.423 -0.205 -0.199
H -0.00458 10.01721 4.20103 -0.185 -0.030 0.081 0.392
H -1.16781 9.66704 2.88724 -0.019 -0.030 0.126 0.339
H 0.84544 8.38361 2.27914 -0.029 -0.007 0.096 0.349
H 1.03666 7.81684 3.94469 -0.046 0.072 -0.056 0.295
H -1.24728 7.13267 2.03277 0.049 -0.014 0.087 0.338
H -0.10654 5.99591 2.75104 -0.107 0.072 0.026 0.304
H -2.56195 6.45958 3.86443 0.095 0.088 0.214 0.086
H -1.14268 6.14997 4.90300 -0.108 0.132 -0.007 0.307
O -6.37015 0.90830 -4.55195 0.268 0.013 -0.248 -0.758
S -4.98209 1.10640 -4.90762 0.360 -0.013 -0.287 1.230
O -3.99407 0.05990 -4.77443 -0.525 0.005 0.192 -0.696
C -4.91193 1.75784 -6.56677 -0.057 0.230 -0.452 -0.798
C -4.99286 3.26740 -6.38196 -0.113 0.151 0.004 -0.543
C -4.07856 3.59041 -5.19861 0.162 0.181 -0.092 -0.659
C -4.39030 2.58365 -4.08976 0.185 0.482 0.325 -0.678
H -5.73129 1.35310 -7.16058 0.061 -0.129 0.155 0.404
H -3.95264 1.46523 -6.99976 -0.081 -0.058 0.100 0.341
H -4.68888 3.79892 -7.28617 -0.051 -0.061 0.075 0.350
H -6.02075 3.56161 -6.14555 0.069 -0.047 -0.063 0.281
H -3.03310 3.48668 -5.50719 -0.101 -0.002 0.027 0.304
H -4.21659 4.61626 -4.84946 0.032 -0.119 -0.010 0.322
H -3.50229 2.34176 -3.50442 -0.193 -0.156 -0.002 0.401
H -5.18237 2.94586 -3.43168 0.014 -0.157 -0.071 0.399
```
Positions in Å, forces in eV/Å.



(2)
Formula: C15H24BN8O3SSr
Source: the Open Molecules 2025 dataset
Level of theory: ωB97M-V/def2-TZVPD

## Properties
Energy relative to the best compared isomer or geometry (same formula, charge and spin) in kcal/mol: 3.0
Molar mass in g mol⁻¹: 494.9
E_tot in Ha: -1703.77597
Total charge: -1
HOMO in eV: -4.6999

```
53
Properties=species:S:1:pos:R:3:forces:R:3:mulliken_charge:R:1
Sr -0.07712 0.40990 -0.39033 -0.253 0.697 -0.903 2.105
N 3.69452 -0.87785 -2.78387 -0.036 0.006 -0.047 -0.510
C 2.52682 -0.97032 -2.04576 0.131 -0.134 0.053 0.553
S 1.07926 -0.47627 -2.89362 0.075 -0.153 0.020 -0.607
N 2.70123 -1.44033 -0.84454 -0.110 0.032 -0.003 -1.053
N 1.59134 -1.38888 -0.00259 0.165 -0.377 -0.091 0.311
C 1.52931 -2.33983 0.85191 0.005 0.068 0.111 -0.747
C 0.53578 -2.51129 1.90941 0.020 -0.060 -0.020 0.893
C 0.63340 -3.69210 2.65718 -0.029 -0.011 0.031 -0.715
C -0.23964 -3.99112 3.68298 0.022 0.001 -0.018 -0.693
C -1.24844 -3.07361 3.98440 -0.044 0.038 0.014 -0.470
C -1.37222 -1.89695 3.27942 0.049 -0.024 0.033 -0.451
C -0.49343 -1.57244 2.22042 0.130 0.021 -0.024 0.052
O -0.63014 -0.45933 1.56911 -0.267 -0.452 0.762 -0.783
H 3.56970 -0.90245 -3.78080 -0.002 0.000 0.001 0.205
H 4.46056 -1.41742 -2.41175 0.004 -0.007 -0.011 0.263
H 2.29870 -3.11468 0.79845 0.037 0.032 0.014 0.278
H 1.42646 -4.39074 2.40917 0.003 0.006 -0.008 0.290
H -0.14181 -4.91316 4.24082 -0.001 -0.001 0.000 0.372
H -1.94719 -3.28338 4.78690 0.009 -0.011 0.004 0.381
H -2.14374 -1.17518 3.51765 -0.007 -0.006 -0.005 0.387
N -2.21751 2.08623 0.08576 0.084 -0.018 0.082 -0.472
C -1.79151 2.58646 1.40577 -0.084 0.113 -0.079 1.918
C -2.07768 4.09180 1.53599 0.068 0.015 -0.039 -1.388
C -1.98461 4.74935 2.91351 0.037 0.007 -0.007 -0.678
C -0.65501 4.69984 3.70386 0.044 0.008 0.034 -1.010
N 0.57870 4.48509 2.97193 -0.165 -0.023 -0.190 -0.134
C 1.34837 3.37350 3.13695 -0.146 -0.204 0.177 0.440
N 0.89476 2.33016 3.75408 -0.415 0.104 -0.204 -0.632
N 2.63824 3.48679 2.66129 0.087 0.050 -0.235 -0.586
C -2.54221 1.81235 2.48055 -0.177 0.064 -0.264 -0.012
O -1.92475 1.65994 3.63242 0.944 0.125 0.092 -0.475
O -3.68557 1.45423 2.30304 0.118 0.017 0.073 -0.731
H -2.18892 2.84979 -0.58232 -0.001 0.002 0.002 0.271
H -3.18741 1.79541 0.18789 0.003 -0.011 -0.017 0.285
H -0.71994 2.44607 1.51718 0.160 -0.150 0.163 -0.266
H -3.09891 4.24951 1.17430 -0.001 0.015 0.017 0.407
H -1.40675 4.59923 0.83636 0.017 0.005 0.016 0.281
H -2.76000 4.32807 3.55948 0.016 0.010 0.027 0.289
H -2.25930 5.79677 2.76512 0.015 -0.003 -0.028 0.524
H -0.69938 3.91648 4.45511 0.009 -0.054 -0.031 0.521
H -0.55697 5.64357 4.24749 -0.053 0.009 0.029 0.365
H 0.87423 5.16585 2.28716 -0.016 -0.012 0.005 0.214
H -0.93039 1.86527 3.56133 -0.568 -0.176 0.268 0.323
H 1.60616 1.61553 3.85890 -0.039 0.026 -0.029 0.154
H 2.78225 4.22939 1.98870 0.005 -0.006 -0.045 0.237
H 3.02580 2.61384 2.33741 -0.004 0.005 -0.001 0.275
B 1.40185 5.41711 -0.39414 0.016 -0.061 0.013 0.172
C 1.11696 3.85828 -0.49768 -0.006 0.080 0.285 -0.130
N 0.89892 2.72407 -0.45384 0.133 0.383 -0.067 -0.707
H 2.40325 5.54519 0.29339 0.010 0.005 0.019 -0.203
H 0.43985 5.92520 0.15450 -0.020 -0.009 0.018 -0.140
H 1.56813 5.87646 -1.49771 0.027 0.019 0.002 -0.170
```
Positions in Å, forces in eV/Å.



(3)
Formula: C22H43ClIKLiN6O13P2
Source: the Open Molecules 2025 dataset
Level of theory: ωB97M-V/def2-TZVPD

## Properties
Molar mass in g mol⁻¹: 870.0
E_tot in Ha: -4218.03656
Total charge: -1
HOMO in eV: -3.8291

```
90
Properties=species:S:1:pos:R:3:forces:R:3:mulliken_charge:R:1
O 0.21567 -2.65922 0.11480 1.591 3.857 4.489 -0.580
P 0.62267 -1.54413 1.17594 0.035 -1.644 -6.544 1.063
O 2.18174 -1.95968 1.91932 -3.719 -0.805 -0.939 -0.766
O 0.92640 -0.02065 0.32576 -1.343 -2.638 2.013 -0.489
P -0.82990 -1.37747 2.79273 0.085 -0.448 2.015 -0.300
N -2.53131 -1.24164 2.14357 -1.822 0.363 2.233 0.570
C -3.55869 -1.22272 3.23021 -3.158 0.560 -3.609 0.095
C -5.14282 -1.04646 2.71995 4.634 -0.003 -3.770 -0.361
C -5.23325 -0.92362 1.08199 2.021 -0.486 2.209 -0.136
C -3.90412 -1.02270 0.14627 0.108 -0.217 3.871 -0.187
I -3.97981 -0.88316 -2.07786 0.118 0.041 2.861 0.288
N -2.57951 -1.18170 0.79517 -5.244 0.805 -0.842 -0.450
H 2.61608 -2.60585 1.26686 -2.672 -0.112 1.687 0.422
H 0.03617 0.36384 0.03376 1.543 -0.730 0.482 0.344
H -0.59958 -0.07334 3.37481 -0.046 0.309 -0.027 0.170
H -3.30390 -1.30942 4.39343 -0.072 0.202 -3.105 0.345
H -6.05096 -0.98020 3.46276 2.084 -0.137 -1.752 0.339
H -6.27818 -0.76579 0.55082 2.426 -0.323 1.263 0.338
C -6.21238 4.80800 1.71760 0.169 0.217 0.027 -1.530
C -5.98714 3.49047 0.97888 -0.227 0.262 -0.053 0.679
C -7.24413 2.97462 0.24216 0.484 -0.284 -0.165 -0.507
O -8.21696 2.36634 1.09694 -0.187 0.317 -0.107 -0.408
C -9.08921 3.28556 1.73805 0.058 -0.481 0.199 -0.693
N -5.46954 2.49368 1.92796 -0.204 -0.498 0.096 -0.389
H -6.78920 4.68213 2.63708 0.018 -0.056 -0.042 0.259
H -5.25218 5.25327 2.00193 -0.155 -0.133 -0.043 0.343
H -6.73467 5.52888 1.07990 0.066 -0.113 0.037 0.369
H -5.21541 3.67423 0.22070 -0.239 -0.115 0.050 -0.035
H -6.92759 2.18477 -0.44962 -0.023 0.100 0.082 0.202
H -7.70187 3.75781 -0.37354 0.038 0.037 0.142 0.479
H -9.32022 4.14667 1.10634 0.118 0.035 0.000 0.307
H -8.65700 3.60951 2.68691 -0.081 0.269 -0.022 0.250
H -10.02323 2.76279 1.96492 0.082 -0.018 -0.099 0.263
H -5.23591 1.64386 1.41307 0.118 0.273 -0.019 0.071
H -6.25238 2.20667 2.52285 0.167 0.175 -0.084 0.351
C 0.85779 1.96833 3.84165 0.413 0.777 -0.894 -0.602
O 0.20306 1.54177 4.91116 -1.041 -1.073 0.425 -0.802
H 0.25537 2.29141 2.97564 -0.604 0.127 -0.359 0.236
H 1.51819 2.84297 3.96863 0.207 0.346 0.434 0.332
H 1.54944 1.25904 3.35601 0.602 -0.933 -0.226 0.037
K 3.87677 -1.28180 0.73562 3.837 2.216 -2.810 0.874
C 7.35597 -6.29122 0.44264 0.049 -0.087 0.439 -0.279
C 7.54578 -7.53915 0.88191 -0.144 0.705 -0.075 -0.325
C 6.48051 -8.27028 1.59595 0.407 -1.938 -0.638 0.015
O 6.65406 -9.41179 2.00011 -0.078 0.836 0.601 -0.616
C 5.19757 -7.56994 1.80421 -0.127 0.708 -0.376 -0.363
C 5.00776 -6.32200 1.36494 0.161 -0.060 0.948 0.026
C 6.07302 -5.59087 0.65090 0.416 0.721 -0.749 0.088
O 5.89948 -4.44936 0.24673 -0.221 -0.279 0.644 -0.517
H 8.12704 -5.74053 -0.08219 -0.157 0.017 -0.042 0.432
H 8.48081 -8.06674 0.73634 -0.154 -0.072 0.012 0.379
H 4.42650 -8.12062 2.32904 -0.102 -0.743 -0.052 0.360
H 4.07273 -5.79441 1.51051 -0.363 0.374 -0.469 0.365
N -4.22323 3.39395 -2.15394 0.476 0.661 0.026 0.979
O -4.72089 4.52960 -2.07887 -0.242 0.168 0.084 -0.634
O -4.94375 2.41606 -2.41394 -0.640 -0.919 -0.057 -0.599
O -3.00505 3.23618 -1.96900 0.309 -0.240 0.122 -0.670
O 4.36334 -3.35216 -2.88481 -0.531 1.419 -0.363 -0.914
H 4.59020 -3.89152 -2.14938 0.438 -0.961 0.939 0.104
C 4.42274 1.33111 -2.48192 -0.165 0.267 -0.134 -1.268
C 4.16440 0.41286 -3.67141 0.010 -0.060 -0.098 -0.296
N 3.69897 1.10441 -4.87764 -0.222 0.242 -0.216 0.068
C 3.21705 0.18968 -5.91955 -0.196 -0.077 0.306 -0.634
C 4.23100 -0.76014 -6.54917 0.232 -0.157 -0.242 -0.983
C 4.53925 2.20301 -5.35857 -0.226 0.040 0.349 -0.724
C 5.98544 1.88080 -5.71907 0.344 0.100 -0.244 -0.952
H 3.52670 1.90920 -2.22497 0.145 -0.022 -0.093 0.338
H 4.69935 0.73397 -1.60587 0.043 -0.053 -0.119 0.181
H 5.24553 2.02533 -2.66940 -0.042 0.014 0.076 0.331
H 3.39627 -0.30455 -3.35822 0.160 -0.047 -0.345 0.447
H 5.07265 -0.16906 -3.86671 -0.031 -0.163 0.131 0.189
H 2.73469 0.76804 -6.71580 0.114 0.189 0.138 0.345
H 2.41153 -0.41798 -5.48823 0.167 0.114 0.148 0.391
H 4.88115 -0.24242 -7.25907 0.003 -0.041 0.079 0.243
H 3.70636 -1.53793 -7.11303 0.023 0.042 0.093 0.390
H 4.85573 -1.26378 -5.80632 -0.147 0.025 -0.031 0.279
H 4.54625 2.99168 -4.59585 -0.043 -0.179 0.049 0.370
H 4.05898 2.67810 -6.22406 -0.105 -0.275 0.097 0.352
H 6.46571 1.22296 -4.99079 -0.082 0.003 -0.041 0.245
H 6.56893 2.80688 -5.75662 -0.026 -0.041 0.016 0.369
H 6.06023 1.42177 -6.70686 0.057 -0.077 0.158 0.280
Li 3.57677 -6.65932 3.18805 0.406 0.007 -0.318 0.988
C -3.32250 3.15670 5.43100 0.451 -0.085 -0.057 -0.570
N -4.00396 4.44044 5.11269 -0.169 0.950 -0.420 0.909
O -3.31045 5.34631 4.63597 -1.341 -1.218 0.762 -0.516
O -5.21582 4.50233 5.35043 1.465 0.128 -0.332 -0.542
H -2.26510 3.24437 5.17231 -0.187 -0.055 0.033 0.267
H -3.44401 2.97552 6.50090 -0.092 0.024 -0.211 0.270
H -3.80078 2.37399 4.83869 -0.030 0.210 0.109 0.159
Cl 5.37677 -8.56656 -0.85323 -0.200 -0.155 0.257 -0.546
```
Positions in Å, forces in eV/Å.